Record 1
DFT (wB97M-V/def2-TZVPD) results for a structure of composition C24H54Be2ClK2N2O15PSSi.

```
103
Properties=species:S:1:pos:R:3:mulliken_charge:R:1
H 0.22666 3.86687 -6.91861 0.369
H 3.70871 -2.62657 3.31972 0.165
H 1.35675 -5.82758 1.36470 -0.014
O -0.22720 -1.77275 -3.32645 -0.364
O -0.42938 -3.00829 2.94353 -0.349
H 3.31827 -5.90753 2.93423 0.207
C -2.45141 3.79245 -4.71292 -1.613
N -0.15488 3.74685 -4.04330 0.616
C 2.24080 0.43825 2.28965 0.003
C -1.05427 1.95853 -5.67160 -1.762
H -2.53631 4.84129 -4.41429 0.369
H 0.27918 6.13909 -6.93417 0.334
O -0.01839 -1.08202 8.59175 -0.623
C 0.78116 4.88467 -4.07772 1.440
H -1.36173 6.32419 -6.35743 0.350
H 2.04168 4.31108 -5.80820 0.332
Cl -5.89264 -0.01395 3.08538 -0.700
H -3.19345 3.61624 -5.50141 0.383
H -0.40007 0.17512 3.23886 0.090
H 1.48302 1.31796 2.49138 0.265
C -0.04734 -2.28382 0.66808 0.260
Be 3.00558 -0.19673 -1.22675 0.383
C -4.21362 -1.50261 1.87051 -0.704
H 1.61991 6.29423 -2.61260 0.392
H 0.34533 0.81103 0.17940 0.162
P 4.05460 3.51202 1.79797 0.910
O -0.06303 -3.11250 9.30162 -0.635
O 4.44768 3.04112 3.20791 -0.474
C -2.13753 0.33839 1.89300 -0.864
C -0.43416 5.76442 -6.18944 -0.606
H -1.80497 -2.26134 -0.85874 -0.413
H -1.23769 -3.55513 -3.40293 0.264
K -1.80682 -4.75644 6.68491 1.023
H -2.23179 -2.12416 -3.02456 0.238
C -0.16649 -1.74293 2.17372 0.701
H -1.56469 1.12534 1.20046 0.189
N -0.66088 -2.09520 8.91345 0.932
C -0.67326 4.28055 -6.44688 -1.295
H 2.69500 3.80908 -4.24801 0.401
H 0.56088 0.63115 -1.68504 0.208
H -3.56232 -2.33758 2.37823 -0.148
H -5.16924 0.23985 0.52855 0.416
C 1.46368 -1.05688 4.90443 -1.026
C -1.44392 -2.94253 0.02162 -0.140
H -2.25291 -3.18167 0.83181 0.185
H 2.20711 -3.67367 2.65997 -0.029
H -4.83037 -0.96618 2.71798 0.114
C 2.80285 -2.64506 2.54497 -0.597
H -0.40438 -0.84055 -3.53835 0.167
C 0.10107 0.10005 -0.74837 -0.457
H 0.65802 -3.25119 0.74955 -0.121
H -1.06592 0.00859 -0.82570 -0.049
H 2.80352 -6.43618 0.52649 0.343
O -1.90132 -2.09117 8.84687 -0.629
H 2.05819 -7.05046 3.43940 0.247
H 0.12244 5.52155 -2.07779 0.408
H 0.74145 6.94300 -4.83221 0.537
H 0.50536 -0.41699 5.21636 0.272
O -1.84387 -1.19826 3.98751 -0.356
H -0.07419 1.63848 -6.04470 0.446
H -2.67215 1.04250 2.70094 0.401
H -1.36275 1.27118 -4.87650 0.350
C 0.07739 6.06979 -4.78711 -1.339
S -1.46869 -2.86841 4.29494 1.490
H 2.38890 -0.39090 5.25428 0.413
H 1.53142 -2.07876 5.47010 0.115
C -1.02644 3.43886 -5.19268 1.361
C -3.35873 -0.35503 1.07110 0.845
H -4.99571 -1.95306 1.10001 0.466
C 1.05889 5.35131 -2.62288 -1.952
O -0.86821 -3.11670 5.72520 -0.780
C 2.78188 -6.81874 2.65240 -0.179
O -2.65921 -3.88019 4.28510 -0.746
H -1.17662 -3.99334 -0.47955 0.213
C -1.15936 -0.62785 2.76930 0.112
O 0.36613 2.63020 -3.40641 -0.255
C -1.40347 -2.49955 -3.63054 -0.680
H 2.77493 5.49878 -4.73355 0.400
H -0.77815 6.39247 -4.17967 0.355
H 1.93734 -1.24662 -0.16074 0.160
O 2.56163 3.87927 1.77843 -0.455
O 4.89058 4.74486 1.41715 -0.498
O 3.71148 -7.88948 2.57589 -0.548
C 0.77436 -1.34403 -0.41294 -0.186
H 1.64889 4.61907 -2.05897 0.564
O -4.34695 0.75460 0.83047 -0.616
H -1.77252 1.82773 -6.49164 0.413
H 1.55696 -7.56632 1.04012 0.334
H 3.28995 0.60616 2.82980 0.352
Be 3.08643 -3.09845 5.38005 0.066
H 0.75595 -1.96413 -1.43438 0.393
H 4.35464 -7.67010 1.88002 0.319
H -1.63607 -2.39021 -4.69260 0.328
C 2.08034 -6.64651 1.32121 -0.677
H -1.46300 4.18132 -7.20660 0.556
C 2.14002 4.60334 -4.75857 -1.488
H 2.46155 0.42670 1.13563 -0.407
O 4.31831 2.38237 0.78874 -0.415
H 3.17126 -2.61500 1.43119 0.190
K -5.65534 2.49722 2.31288 0.870
Si 1.54880 -1.22839 2.99052 -0.050
H -3.04196 -0.67294 -0.03554 -0.369
H -2.74117 3.18348 -3.85046 0.417
```

Output
- total charge = 0
- spin multiplicity = 1
- E_HOMO (eV) = -6.8
- orbital gap (eV) = 1.593

Record 2
DFT (wB97M-V/def2-TZVPD) results for an isolated molecule of C20H23N3O2.

```
48
Properties=species:S:1:pos:R:3:nbo_charge:R:1
H 2.37618 2.69924 3.54325 0.217
H 4.20090 -2.00296 1.41435 0.197
H 2.88617 -2.03299 0.20934 0.168
H -2.66654 1.10057 2.90970 0.161
C -1.76144 -1.72918 1.35913 -0.270
H -2.11101 -0.87424 -2.19208 0.228
H -2.42716 0.99678 1.14563 0.169
C 0.13827 0.99146 -3.88878 -0.193
C -0.48281 0.36261 -2.81113 -0.023
C 0.07048 0.50838 -1.46203 0.400
C -1.63304 -0.39192 -3.03032 -0.197
C 1.51735 1.52575 -0.03806 0.180
H -2.47899 -1.21892 3.34598 0.158
H 3.02794 2.89453 -0.68106 0.228
C 2.54310 2.46653 0.18179 -0.208
C 2.15813 2.33468 2.55041 -0.231
H -0.25061 -1.99734 3.45377 0.206
H -3.96670 1.60188 1.79666 0.194
C -1.52747 0.11113 -5.37306 -0.198
C 0.33400 -1.64311 2.60261 -0.250
C 1.08617 -2.82920 1.93620 -0.085
H 3.64586 3.57517 1.62373 0.217
C -3.15857 0.88946 1.95234 -0.250
H 2.88678 -0.80821 1.50099 0.168
C -0.06214 -0.10927 0.74525 0.477
C -2.90210 -1.43135 2.35138 -0.064
C 0.89067 0.91059 1.08023 -0.130
H 0.10314 1.35136 -5.99426 0.212
H -3.55566 -2.30355 2.42516 0.192
N 1.12178 1.27648 -1.30136 -0.484
O 2.47992 -2.76527 2.10513 -0.531
H 1.02704 1.57372 -3.70329 0.237
H -3.04471 -1.09899 -4.46948 0.212
N -0.56362 -0.97092 1.68556 -0.441
H -1.93387 0.01299 -6.36931 0.211
C -2.15113 -0.51424 -4.30532 -0.217
N -0.51563 -0.20803 -0.48790 -0.548
C 3.13475 -1.84885 1.26172 -0.255
C -0.38234 0.86333 -5.16154 -0.216
H 1.08918 -0.95380 2.97455 0.228
H -2.08340 -1.45088 0.35535 0.260
O -3.75376 -0.38561 1.95800 -0.531
H 0.60911 1.03729 3.21324 0.217
C 1.18569 1.38509 2.36849 -0.191
H 0.79124 -3.77783 2.39064 0.192
H 0.83950 -2.85717 0.86384 0.170
C 2.86607 2.84694 1.45543 -0.185
H -1.54327 -2.80005 1.37177 0.195
```

Output
- total charge = 0
- spin multiplicity = 1
- E_HOMO (eV) = -8.2
- SMILES = COCCN(CCOC)c1nc(-c2ccccc2)nc2ccccc12
- orbital gap (eV) = 8.242

Record 3
DFT (wB97M-V/def2-TZVPD) results for a structure of composition C29H22ClN3O7PSm.

```
64
Properties=species:S:1:pos:R:3:nbo_charge:R:1
C 1.16284 1.81396 -3.91982 -0.208
C 1.51168 -2.38409 1.94937 -0.314
H 1.94117 -3.38321 -5.40984 0.210
H 0.70702 -1.89324 4.00514 0.247
H -2.46302 0.19694 6.51648 0.290
C 3.45393 -2.82395 -3.97242 -0.217
Cl 3.32213 0.38218 1.04306 -0.600
H 1.26059 5.22397 -3.87890 0.221
C 0.29431 2.68630 -1.81476 -0.223
N 1.01062 2.68060 3.26194 0.524
H -1.67847 -1.68634 2.74254 0.243
O 1.03708 1.18904 8.02232 -0.376
H -3.37967 -3.33759 -2.80834 0.220
C 1.18969 -1.95580 -3.99118 -0.231
H -1.99882 1.42824 -3.19162 0.216
C 0.54494 -1.99219 2.93136 -0.411
H 4.22445 -3.46065 -4.41058 0.219
C 1.48324 -1.17072 -2.86522 -0.358
N -0.10227 0.83443 7.65701 0.511
C 1.39400 3.11862 -4.35494 -0.208
C -2.30406 0.38347 -3.12066 -0.141
H 1.30008 -2.79935 -0.24894 0.251
H -4.29924 0.74199 -3.82386 0.219
C -3.07922 -2.29648 -2.89782 -0.205
C 2.17539 -2.77914 -4.53527 -0.158
C 0.34941 1.87883 5.48796 -0.079
C 2.76968 -1.22504 -2.28976 -0.205
H -1.07088 -2.68005 -2.20612 0.223
C -0.52591 -2.13780 0.88053 -0.360
C -1.07270 1.25709 3.58211 0.437
H 0.29205 4.82885 -1.61731 0.221
O -1.11295 0.83203 2.36704 -0.698
C -0.71720 -1.86405 2.26421 -0.305
O -3.68702 0.56928 2.82975 -0.331
N -3.29885 0.24941 3.96295 0.493
O -0.88283 0.19012 8.38660 -0.371
Sm 0.80196 0.03195 1.43296 1.653
H 1.27650 2.29614 5.87379 0.284
C -1.38053 -0.58224 -2.68156 -0.374
H -1.32029 -2.19083 0.13926 0.250
O -3.91617 -0.56093 4.69660 -0.386
H 1.42581 0.96451 -4.54916 0.224
P 0.25465 -0.09253 -2.10099 0.853
H 0.19426 -1.92228 -4.43261 0.226
C -3.59606 -0.00519 -3.46408 -0.220
O 1.02322 2.40351 1.99763 -0.442
H 1.81999 3.28409 -5.34501 0.220
C -1.77932 -1.92955 -2.56194 -0.212
H 2.56090 -2.61252 2.14216 0.256
C -1.76953 0.70221 5.84975 -0.094
C 0.53476 3.98380 -2.26074 -0.196
C 0.85145 -2.46489 0.68648 -0.353
H -5.00561 -1.63891 -3.63317 0.221
C -2.07602 0.83191 4.50399 -0.013
C 0.58974 1.59386 -2.65867 -0.270
C 3.74594 -2.03933 -2.85059 -0.196
H 4.74420 -2.06583 -2.41386 0.224
C -0.53215 1.17298 6.31656 -0.062
C -3.99353 -1.34117 -3.35311 -0.203
C 1.08164 4.20435 -3.53058 -0.197
H 2.98759 -0.63599 -1.39441 0.251
H -0.11545 2.51334 -0.81655 0.214
C 0.06844 1.96703 4.12672 -0.113
O 1.77242 3.51687 3.74814 -0.288
```

Output
- total charge = 0
- spin multiplicity = 6
- E_HOMO (alpha / beta) (eV) = -8.5 / -8.5
- <S²> = 8.764
- orbital gap (alpha / beta) (eV) = 6.516 / 6.518

Relative energy (zero: lowest compared OMol25 entry of this formula, charge and spin) readings, ordered: 8.523, 2.473, 0.000 eV